Entry 1:
Here is 3 unconnected molecules or ions with the total composition C13H25NO4PS from the Open Molecules 2025 dataset. Energies are from the ωB97M-V functional and the def2-TZVPD basis.

Summary:
HOMO level (eV): -11.502
Total charge: +1
LUMO energy (Eh): -0.18550
Molecular weight (g/mol): 322.4
HOMO-LUMO gap (eV): 6.454

```
45
C13H25NO4PS (the ωB97M-V functional and the def2-TZVPD basis)
C -2.682 -0.846 2.817
C -1.574 -1.446 2.024
C 0.028 -1.148 2.196
C 0.898 -0.782 0.821
C 2.546 -0.506 0.890
C 3.238 -0.634 2.380
P 5.140 -0.389 2.564
O 5.673 -0.884 4.179
O 5.667 1.253 2.310
S 5.977 -1.643 1.273
N 2.381 -0.945 3.605
C 0.888 -1.202 3.594
H -2.840 -0.947 3.979
H -3.520 -0.256 2.205
H -1.878 -2.255 1.202
H 0.427 -0.719 -0.254
H 3.154 -0.265 -0.098
H 6.215 -1.733 4.011
H 6.531 1.373 2.809
H 2.898 -1.006 4.522
H 0.358 -1.441 4.610
C -5.248 0.123 -1.045
C -5.336 1.088 0.127
C -5.685 2.493 -0.338
O -4.086 1.113 0.811
H -4.466 0.429 -1.748
H -4.984 -0.882 -0.697
H -6.200 0.068 -1.583
H -6.091 0.736 0.838
H -4.918 2.883 -1.015
H -5.732 3.179 0.515
H -6.649 2.509 -0.855
H -3.409 1.424 0.188
C 3.072 0.656 -3.538
C 1.930 -0.347 -3.565
C 1.198 -0.319 -4.897
O 1.013 -0.048 -2.516
H 2.699 1.678 -3.674
H 3.581 0.634 -2.569
H 3.803 0.444 -4.323
H 2.321 -1.354 -3.381
H 0.759 0.668 -5.082
H 0.372 -1.037 -4.897
H 1.873 -0.561 -5.723
H 0.661 0.845 -2.671
```

***

Entry 2:
Here is a single C5H10O2S molecule from the Open Molecules 2025 dataset. Energies are from the ωB97M-V functional and the def2-TZVPD basis.

Summary:
HOMO level (eV): -8.752
Total charge: 0
SMILES: CO[C@@]1(C)COCS1
LUMO energy (Eh): 0.02920
Molecular weight (g/mol): 134.2
HOMO-LUMO gap (eV): 9.547
Energy above the lowest of the compared OMol25 structures with the same formula, charge and spin (kcal per mole): 75.13

```
18
C5H10O2S (the ωB97M-V functional and the def2-TZVPD basis)
C -0.290 -0.621 -2.131
C -0.221 0.019 0.108
C -1.798 -0.365 0.216
C 0.550 -0.356 1.377
C 1.801 1.414 0.961
H -0.326 0.439 -2.432
H -1.283 -1.082 -2.037
H 0.508 -1.136 -2.786
H -1.987 -1.509 -0.235
H -2.461 0.234 -0.474
H -2.300 -0.305 1.234
H 0.511 -1.423 1.341
H 0.207 -0.158 2.379
H 2.600 2.050 0.273
H 1.833 1.914 1.923
O 0.437 -0.792 -0.912
O 1.906 0.015 1.198
S 0.313 1.663 -0.004
```

***

Entry 3:
Here is a molecular structure, C11H23N2O5P2V from the Open Molecules 2025 dataset. Energies are from the ωB97M-V functional and the def2-TZVPD basis.

Summary:
HOMO level (spin up / spin down) (eV): -17.691 / -17.087
Total charge: +3
LUMO energy (spin up / spin down) (Eh): -0.48359 / -0.48382
⟨S²⟩: 0.77
Molecular weight (g/mol): 376.2
Multiplicity: 2
HOMO-LUMO gap (spin up / spin down) (eV): 4.531 / 3.921

```
44
C11H23N2O5P2V (the ωB97M-V functional and the def2-TZVPD basis)
V -0.518 1.184 1.738
P -2.772 0.550 0.922
C -2.574 1.320 -0.709
C -1.166 1.250 -1.238
N -0.214 0.955 -0.340
C 1.038 0.741 -0.777
C 1.410 1.009 -2.095
C 0.455 1.453 -3.004
C -0.855 1.554 -2.564
C 2.047 0.433 0.320
P 2.929 -1.102 0.337
H -1.659 1.900 -3.204
H 2.467 0.944 -2.371
H 0.740 1.769 -4.009
H 2.890 1.136 0.159
H 1.631 0.599 1.364
H -3.242 0.866 -1.383
H -2.850 2.376 -0.634
H -0.678 -3.311 -4.538
O -0.759 -2.849 -3.718
H -1.666 -2.925 -3.392
H 1.961 -2.748 -0.246
O 1.208 -2.316 0.134
H 1.138 -2.768 1.000
C 3.957 -1.348 -1.085
H 4.364 -0.359 -1.344
H 4.809 -2.014 -0.875
H 3.416 -1.732 -1.966
C 3.467 -1.797 1.893
H 2.925 -2.694 2.252
H 4.524 -2.080 1.827
H 3.362 -1.023 2.663
C -4.009 1.598 1.721
H -5.014 1.439 1.305
H -4.013 1.335 2.786
H -3.726 2.653 1.637
C -3.724 -0.922 0.468
H -4.029 -1.460 1.373
H -4.619 -0.626 -0.105
H -3.108 -1.594 -0.143
O 0.523 0.956 3.648
N 0.125 2.175 3.995
O 0.441 2.652 5.069
O -0.628 2.825 3.131
```

***

Entry 4:
Here is a molecular structure, C31H44AsN4OPReS4 from the Open Molecules 2025 dataset. Energies are from the ωB97M-V functional and the def2-TZVPD basis.

Summary:
HOMO level (spin up / spin down) (eV): -18.095 / -18.094
Total charge: +4
LUMO energy (spin up / spin down) (Eh): -0.50615 / -0.49224
⟨S²⟩: 0.76
Molecular weight (g/mol): 909.1
Multiplicity: 2
HOMO-LUMO gap (spin up / spin down) (eV): 4.322 / 4.699
Energy above the lowest of the compared OMol25 structures with the same formula, charge and spin (kcal per mole): 17.71

```
87
C31H44AsN4OPReS4 (the ωB97M-V functional and the def2-TZVPD basis)
Re -0.734 0.127 -0.286
N -2.392 -1.269 -0.818
C -2.164 -2.421 -1.718
C -3.236 -3.199 -2.118
C -3.006 -4.263 -2.979
C -1.721 -4.539 -3.435
C -0.656 -3.753 -3.032
C -0.876 -2.685 -2.158
P 0.435 -1.558 -1.695
C 0.799 -0.542 -3.117
C 1.838 -0.731 -4.018
C 1.927 0.103 -5.128
C 0.989 1.107 -5.333
C -0.061 1.296 -4.437
C -0.149 0.461 -3.339
C 1.829 -2.469 -1.067
C 1.647 -3.753 -0.546
C 2.746 -4.463 -0.089
C 4.014 -3.895 -0.142
C 4.193 -2.610 -0.646
C 3.103 -1.891 -1.105
H -2.795 -1.637 0.046
H -3.137 -0.712 -1.237
H -4.241 -2.991 -1.769
H -3.836 -4.878 -3.302
H -1.554 -5.368 -4.110
H 0.342 -3.965 -3.397
H 2.570 -1.515 -3.870
H 2.727 -0.039 -5.841
H 1.066 1.744 -6.205
H -0.801 2.063 -4.620
H -1.028 0.563 -2.667
H 0.664 -4.208 -0.520
H 2.618 -5.470 0.286
H 4.871 -4.463 0.196
H 5.186 -2.184 -0.701
H 3.248 -0.901 -1.523
C 2.937 2.020 1.948
C 2.721 1.197 0.692
S 1.163 1.474 -0.210
C 1.012 3.251 -0.572
C 0.665 4.188 0.591
S -0.579 3.549 1.745
C 0.080 4.057 3.354
C 1.387 3.394 3.825
S 1.719 1.703 3.257
H 2.957 3.082 1.723
H 3.935 1.763 2.311
H 2.688 0.130 0.898
H 3.506 1.391 -0.042
H 0.270 3.291 -1.371
H 1.968 3.533 -1.016
H 0.307 5.115 0.139
H 1.557 4.446 1.155
H -0.733 3.843 4.048
H 0.206 5.140 3.348
H 1.381 3.356 4.914
H 2.249 4.002 3.555
C 2.622 -2.032 4.793
C 2.448 -2.309 3.297
C 1.150 -1.811 2.766
N 1.008 -1.092 1.713
N -0.316 -0.817 1.433
C -1.162 -1.299 2.362
N -2.487 -1.098 2.311
S -0.362 -2.162 3.593
H 3.555 -2.472 5.138
H 1.822 -2.482 5.386
H 2.647 -0.962 4.998
H 2.500 -3.385 3.102
H 3.235 -1.840 2.705
H -2.801 -0.264 1.835
H -3.062 -1.430 3.074
C -4.102 2.640 2.075
As -3.650 2.339 0.247
C -5.063 1.403 -0.639
C -3.271 3.975 -0.649
O -2.196 1.346 0.202
H -5.102 3.081 2.082
H -3.383 3.336 2.502
H -4.121 1.713 2.644
H -5.962 2.011 -0.510
H -5.242 0.429 -0.185
H -4.862 1.314 -1.707
H -4.183 4.575 -0.612
H -3.006 3.788 -1.688
H -2.474 4.490 -0.116
```

***

Entry 5:
Here is a single C16H21N5O3S2 molecule from the Open Molecules 2025 dataset. Energies are from the ωB97M-V functional and the def2-TZVPD basis.

Summary:
HOMO level (eV): -8.961
Total charge: 0
SMILES: CCOC(=O)Cc1nnc(NC(=O)[C@@H](CC)Sc2nc(C)cc(C)n2)s1
LUMO energy (Eh): 0.02043
Molecular weight (g/mol): 395.5
HOMO-LUMO gap (eV): 9.517
Energy above the lowest of the compared OMol25 structures with the same formula, charge and spin (kcal per mole): 0.00

```
47
C16H21N5O3S2 (the ωB97M-V functional and the def2-TZVPD basis)
C -2.226 -2.743 2.098
C -0.838 -3.234 2.483
H -0.899 -3.970 3.290
H -0.316 -3.666 1.626
O -0.027 -2.138 2.916
C -0.023 -1.856 4.221
O -0.561 -2.517 5.063
C 0.779 -0.589 4.499
C 0.505 0.424 3.450
N -0.606 1.060 3.345
N -0.682 1.855 2.285
C 0.384 1.826 1.556
N 0.519 2.516 0.388
C 1.534 2.224 -0.497
O 2.521 1.618 -0.149
C 1.389 2.899 -1.851
C 2.372 2.328 -2.867
C 2.428 3.158 -4.141
H 3.118 2.708 -4.850
H 2.766 4.169 -3.926
H 1.445 3.215 -4.603
H 3.355 2.295 -2.392
H 2.083 1.301 -3.094
H 1.562 3.972 -1.721
S -0.347 2.803 -2.451
C -0.678 1.126 -2.076
N 0.283 0.473 -1.448
C 0.060 -0.795 -1.117
C -1.160 -1.387 -1.431
C -2.110 -0.613 -2.093
N -1.859 0.651 -2.419
C -3.452 -1.150 -2.460
H -3.983 -0.421 -3.063
H -4.026 -1.355 -1.558
H -3.348 -2.082 -3.013
H -1.360 -2.414 -1.173
C 1.154 -1.511 -0.406
H 2.055 -0.904 -0.417
H 0.864 -1.686 0.630
H 1.346 -2.474 -0.875
H -0.297 3.029 0.074
S 1.646 0.782 2.156
H 1.839 -0.844 4.507
H 0.485 -0.220 5.483
H -2.811 -3.568 1.701
H -2.731 -2.338 2.971
H -2.153 -1.959 1.347
```

***

Entry 6:
Here is a gas-phase ion, C2H7NO2P (charge +1) from the Open Molecules 2025 dataset. Energies are from the ωB97M-V functional and the def2-TZVPD basis.

Summary:
HOMO level (spin up / spin down) (eV): -11.685 / -16.494
Total charge: +1
LUMO energy (spin up / spin down) (Eh): -0.12484 / -0.26760
⟨S²⟩: 2.01
Molecular weight (g/mol): 108.1
Multiplicity: 3
HOMO-LUMO gap (spin up / spin down) (eV): 8.288 / 9.212

```
13
C2H7NO2P (the ωB97M-V functional and the def2-TZVPD basis)
C -0.919 -0.619 -0.664
C 0.033 0.585 -0.487
N 1.242 -0.065 0.202
O -0.190 -1.219 1.738
O -0.518 1.492 0.421
P -1.508 -0.910 1.169
H -0.592 -1.619 -0.999
H -1.790 -0.353 -1.347
H 0.424 1.054 -1.307
H 2.022 0.607 0.167
H 0.967 -0.463 1.250
H 1.545 -0.889 -0.308
H -0.715 2.399 0.164
```

***

Entry 7:
Here is a molecular structure, C26H35AsIN4OPdSSi from the Open Molecules 2025 dataset. Energies are from the ωB97M-V functional and the def2-TZVPD basis.

Summary:
HOMO level (eV): -3.849
Total charge: -1
LUMO energy (Eh): 0.08033
Molecular weight (g/mol): 788.0
HOMO-LUMO gap (eV): 6.035
Energy above the lowest of the compared OMol25 structures with the same formula, charge and spin (kcal per mole): 2.30

```
71
C26H35AsIN4OPdSSi (the ωB97M-V functional and the def2-TZVPD basis)
Pd 1.240 0.116 1.330
C -0.651 0.337 -5.559
N 0.092 0.279 -4.325
C 0.880 -0.776 -3.903
C 1.419 -0.423 -2.728
N 0.967 0.858 -2.425
C 0.125 1.291 -3.413
S -0.787 2.693 -3.597
C 1.455 1.535 -1.248
C 1.270 2.866 -1.036
C 1.855 3.434 0.124
C 2.608 2.668 0.958
C 2.782 1.271 0.664
N 2.184 0.709 -0.454
H -0.561 -0.627 -6.055
H -0.257 1.128 -6.199
H -1.696 0.568 -5.363
H 0.978 -1.681 -4.475
H 2.079 -0.930 -2.053
H 0.718 3.469 -1.736
H 1.703 4.486 0.330
H 3.081 3.090 1.835
H 3.668 0.763 1.038
C 0.049 2.427 4.098
Si 1.061 0.883 4.516
C 0.412 0.254 6.179
C 2.834 1.470 4.826
O 0.958 -0.255 3.410
H 0.128 3.199 4.870
H -1.010 2.172 3.986
H 0.385 2.853 3.148
H 0.494 1.004 6.972
H 0.971 -0.633 6.491
H -0.640 -0.032 6.089
H 2.881 2.279 5.562
H 3.283 1.832 3.897
H 3.452 0.645 5.189
I 0.091 -4.720 4.126
C -0.792 -2.984 3.378
C -1.772 -2.326 4.097
C -2.300 -1.166 3.565
C -1.818 -0.717 2.349
N -0.881 -1.359 1.649
C -0.370 -2.471 2.163
H -2.105 -2.705 5.054
H -3.061 -0.608 4.094
H -2.192 0.198 1.903
H 0.405 -2.965 1.589
C -3.045 -3.333 -0.468
As -3.508 -1.453 -0.803
C -1.835 -0.886 -1.620
C -4.571 -1.734 -2.481
C -3.939 -2.616 -3.505
C -4.173 -3.990 -3.524
C -3.550 -4.811 -4.452
C -2.679 -4.275 -5.390
C -2.442 -2.907 -5.388
C -3.064 -2.091 -4.457
H -2.534 -3.777 -1.323
H -3.948 -3.905 -0.251
H -2.391 -3.378 0.402
H -1.467 -1.607 -2.350
H -1.100 -0.758 -0.825
H -2.003 0.081 -2.103
H -4.737 -0.732 -2.878
H -5.537 -2.129 -2.162
H -4.851 -4.421 -2.795
H -3.747 -5.876 -4.444
H -2.193 -4.915 -6.115
H -1.769 -2.473 -6.119
H -2.873 -1.025 -4.459
```

***

E values, unit eV, following the record order: -43674.9463; -20274.4341; -69227.9840; -156429.0009; -52197.3936; -17051.4256; -126673.2284.
Strongest force on any atom values, unit eV/Å, following the record order: 5.06; 3.43; 3.58; 0.50; 1.63; 3.90; 0.25.